# C7H16N2O3S

C7H16N2O3S in the gas phase in a non-equilibrium geometry (ωB97M-V/def2-TZVPD, OMol25).

Geometry as XYZ:
```
29
Properties=species:S:1:pos:R:3:forces:R:3
C 1.84208 0.59642 1.39327 -2.392 -0.848 1.485
C -2.29843 -0.70669 1.10453 -1.501 3.627 0.160
C -1.94598 -1.23588 -1.31815 3.581 1.422 -0.310
C -1.98064 1.14656 -0.59935 -1.494 -1.211 -0.739
C 1.41889 -0.32748 -1.83437 0.247 2.110 2.570
C -0.07505 -0.41739 0.23369 0.279 0.759 -1.348
C -1.55476 -0.26388 -0.14545 0.210 0.500 -1.055
N 1.90863 1.67553 2.35798 0.907 -0.309 -0.592
N 0.49579 0.58660 0.90621 -2.024 1.779 -1.646
O 2.70281 -1.83761 -0.15060 -0.662 0.449 0.621
O 4.08481 -0.41110 -1.45414 0.083 1.489 0.060
O 2.70317 0.62136 0.34895 2.100 0.903 -2.017
S 2.81450 -0.55622 -0.81903 -0.402 -2.857 -0.381
H 1.80924 -0.35519 1.88561 1.206 -0.646 0.807
H -2.52805 0.01367 1.94917 1.087 -0.201 -1.066
H -3.27794 -0.90677 0.78246 -1.371 -1.043 -0.370
H -1.80296 -1.48895 1.49456 1.162 -3.152 1.537
H -1.95642 -2.21861 -0.96319 -0.105 -1.698 0.528
H -2.87386 -1.00445 -1.77113 -0.893 0.391 -0.339
H -1.07259 -1.17495 -2.07415 -1.658 -0.056 0.908
H -1.41286 1.44422 -1.45754 0.615 0.262 -0.507
H -3.04503 1.01346 -1.03537 1.489 0.615 1.152
H -1.92217 1.90733 0.16348 -0.251 0.206 0.282
H 1.55226 0.76189 -2.12536 -0.713 -1.504 -0.494
H 1.26186 -1.16499 -2.50286 0.295 0.301 -0.201
H 0.27954 -1.42415 0.38682 0.244 -0.154 0.229
H 1.85890 2.59451 1.91573 0.032 -0.312 -0.063
H 2.78853 1.63991 2.86759 -0.156 -0.028 -0.105
H 0.22574 1.49285 0.46063 0.087 -0.794 0.893
```
Positions in Å, forces in eV/Å.

Computed properties:
* ΔE to the lowest compared entry with this formula, charge and spin: 78.1 kcal/mol
* gap between HOMO and LUMO (alpha / beta): 8.42 / 8.42 eV